No. 1
Formula: C42H31BrF4I2N3OPRh
Source: OMol25
Level of theory: wB97M-V/def2-TZVPD

Kohn-Sham gap (spin up / spin down) = 6.410 / 4.495 eV
HOMO level (spin up / spin down) = -9.9 / -9.9 eV
Total energy = -5879.1027 Eh
Relative energy (zero: lowest compared OMol25 entry of this formula, charge and spin) = 0.0 kcal/mol

Geometry as ORCA input:
```
! wB97M-V def2-TZVPD RIJCOSX def2/J DEFGRID3
* xyz 1 5
Rh -0.98188 0.09704 -1.16501
F 3.12268 4.70322 -4.86995
C 2.72167 3.85303 -3.94818
C 3.51211 3.58461 -2.85623
F 4.68457 4.17730 -2.73346
C 3.07967 2.68934 -1.90066
F 3.93686 2.45595 -0.91341
C 1.84743 2.04579 -1.96385
P 1.27781 0.87664 -0.62858
C 2.60146 -0.37665 -0.69422
C 3.12553 -0.97639 0.44683
C 4.14856 -1.91322 0.32940
C 4.62588 -2.27925 -0.92027
C 4.06470 -1.72635 -2.06513
C 3.05550 -0.78252 -1.95252
C 1.46844 1.82069 0.93023
C 2.66822 1.98301 1.62998
C 2.70536 2.73535 2.79562
C 1.55279 3.34048 3.28580
C 0.35283 3.17422 2.61260
C 0.31528 2.41191 1.45107
C 1.09470 2.31554 -3.10908
Br -0.51339 1.42006 -3.53217
C 1.51660 3.20243 -4.07796
F 0.78778 3.44439 -5.16451
H 2.73035 -0.73844 1.42858
H 4.56303 -2.36403 1.22463
H 5.42698 -3.00703 -1.00588
H 4.41419 -2.03003 -3.04671
H 2.62702 -0.35192 -2.85377
H 3.57785 1.51521 1.28670
H 3.64637 2.84964 3.32277
H 1.59148 3.92690 4.19605
H -0.55941 3.62130 2.99637
H -0.63195 2.25826 0.95488
I -5.88381 -1.56611 0.51933
C -5.10814 0.33378 0.59951
C -5.79004 1.35829 1.23421
C -5.30106 2.65640 1.21731
I -6.37007 4.08709 2.25081
C -4.09896 3.01529 0.49264
C -3.62231 4.32561 0.33302
C -2.50241 4.55027 -0.42487
C -1.84277 3.46094 -0.99415
N -2.25168 2.21493 -0.83202
C -3.37152 1.99540 -0.12282
C -3.83071 0.59119 -0.04915
O -3.14360 -0.29185 -0.55416
H -6.71870 1.13909 1.74512
H -4.15176 5.15227 0.79349
H -2.12659 5.55203 -0.58418
H -0.94578 3.60577 -1.58791
C 1.26555 -5.30355 -0.10917
C 1.60108 -3.80578 -0.12202
C 1.19495 -3.07382 1.14620
C 1.93699 -3.30376 2.30640
C 1.68303 -2.61478 3.47892
C 0.66058 -1.67925 3.50226
C -0.11562 -1.43638 2.37438
C -1.30419 -0.51537 2.50719
C -2.54145 -1.26607 3.00190
C 0.15096 -2.13916 1.19143
N -0.61414 -1.85874 0.00912
C -1.26477 -2.82316 -0.57427
C -1.82980 -2.65667 -1.84951
C -2.63710 -3.49217 -2.61775
C -2.93700 -2.78814 -3.78494
C -2.28984 -1.55373 -3.67405
N -1.60856 -1.47667 -2.52263
H 1.64261 -5.79602 -1.00947
H 0.18636 -5.47337 -0.06003
H 1.71270 -5.79619 0.75769
H 1.15296 -3.33679 -0.99793
H 2.68246 -3.69244 -0.23438
H 2.75736 -4.01912 2.26759
H 2.27659 -2.80311 4.36797
H 0.43766 -1.14046 4.42163
H -1.53044 -0.05586 1.54837
H -1.05600 0.29038 3.19865
H -2.82775 -2.04662 2.29164
H -3.39643 -0.59067 3.13580
H -2.33740 -1.74328 3.96322
H -1.37119 -3.78689 -0.07163
H -2.95474 -4.49365 -2.34493
H -3.52873 -3.12059 -4.62862
H -2.29388 -0.74497 -4.39516
*
```

No. 2
Formula: C30H32Cl3NO
Source: OMol25
Level of theory: wB97M-V/def2-TZVPD

Kohn-Sham gap = 7.678 eV
HOMO level = -8.6 eV
Total energy = -2672.1399 Eh
Relative energy (zero: lowest compared OMol25 entry of this formula, charge and spin) = 523.7 kcal/mol

Geometry as ORCA input:
```
! wB97M-V def2-TZVPD RIJCOSX def2/J DEFGRID3
* xyz 0 1
C -6.37833 -1.65079 -1.79187
C -5.60458 -1.16313 -0.60632
C -4.69302 -2.12964 -0.01659
H -5.41121 -3.06004 0.38741
C -3.94464 -1.83243 0.97444
N -2.93788 -0.93670 0.63679
C -1.84071 -1.76451 0.29404
H -0.92359 -1.57182 0.69897
H -2.11768 -2.65437 -0.06174
C -1.27833 -1.18334 -1.28969
C -0.45709 0.26194 -1.15322
C -1.02720 1.42963 -1.48878
C -0.10593 2.28051 -1.41024
C 1.25270 2.45998 -1.00834
C 1.75929 1.09579 -0.99237
C 0.89142 -0.07898 -0.76009
C 1.86928 -1.35290 -0.58278
C 1.54010 -2.60257 -0.44824
C 2.73228 -3.32668 -0.40576
C 3.89892 -2.91344 -0.15988
C 4.16677 -1.61017 -0.44791
C 3.04432 -0.62344 -0.35087
C 3.16254 0.85334 -0.58045
C 4.12736 1.66385 -0.48225
C 5.60294 1.53757 -0.64669
C 6.12959 0.72309 0.72900
C 7.40507 0.32590 0.97002
C 8.35673 1.14237 0.01996
C 7.82559 1.62441 -0.97191
C 6.59037 1.82643 -1.22456
H 6.24023 2.50963 -2.22652
H 8.60278 2.00517 -1.91344
Cl 10.03756 0.77268 0.35121
H 7.70784 -0.12715 1.83914
H 5.28972 0.28427 1.46402
H 4.00168 2.84394 -0.87431
H 5.26317 -1.26427 -0.48517
Cl 5.23264 -4.05872 0.18369
H 2.42052 -4.44811 -0.24049
H 0.46048 -2.81206 -0.49175
H 1.91825 3.18588 -0.84543
Cl -0.98850 4.09242 -1.28204
H -2.06302 1.39247 -1.61024
O -2.51039 -1.01096 -2.01326
H -3.23946 -0.52374 -1.46811
H -0.62040 -1.99515 -1.82103
C -2.43514 0.17637 1.46501
H -2.34060 -0.15196 2.52148
C -3.46616 1.54125 1.12743
C -3.11241 2.82416 1.88055
C -2.86579 2.77393 3.30402
H -2.58358 3.74660 3.68216
H -1.96225 2.06554 3.58586
H -3.78692 2.37304 3.88310
H -1.88197 2.91766 1.52801
H -3.61763 3.65769 1.74523
H -4.48529 1.14421 1.60321
H -3.72610 1.59785 0.21380
H -1.49341 0.71666 1.14426
H -3.43460 -2.48953 2.04147
H -4.51828 -1.09210 1.68243
H -4.17068 -2.65321 -0.68023
H -6.47057 -0.85798 0.06121
H -5.31919 -0.29457 -0.72613
H -5.65715 -1.99930 -2.59064
H -7.05339 -0.96566 -2.24695
H -7.00704 -2.64681 -1.62161
*
```

No. 3
Formula: C27H19BrN4NiO
Source: OMol25
Level of theory: wB97M-V/def2-TZVPD

Kohn-Sham gap = 6.340 eV
HOMO level = -7.1 eV
Total energy = -5416.8687 Eh
Relative energy (zero: lowest compared OMol25 entry of this formula, charge and spin) = 0.0 kcal/mol

Geometry as ORCA input:
```
! wB97M-V def2-TZVPD RIJCOSX def2/J DEFGRID3
* xyz 0 1
Ni -0.20270 -1.93327 -0.90665
N -0.12550 -3.86015 -0.76459
C -0.05916 -4.60199 -1.99934
C -0.91516 -5.67440 -2.19792
C -0.87326 -6.38654 -3.38523
C 0.02702 -6.01544 -4.37218
C 0.87575 -4.94099 -4.16626
C 0.85644 -4.21484 -2.97656
C 1.76672 -3.07118 -2.74196
C 3.07425 -3.14930 -3.22502
C 3.97245 -2.11502 -3.02298
C 3.56144 -0.99000 -2.32921
C 2.26474 -0.91588 -1.83459
C 1.33259 -1.94108 -2.02147
H -0.92954 -4.14446 -0.21187
H 0.70511 -4.01002 -0.19375
H -1.62043 -5.94888 -1.42141
H -1.53902 -7.22573 -3.53526
H 0.05798 -6.55519 -5.30949
H 1.55582 -4.63612 -4.95125
H 3.39937 -4.04692 -3.73787
H 4.98710 -2.19513 -3.39135
H 4.24884 -0.16940 -2.16297
H 1.98675 -0.02490 -1.28582
Br 0.94792 8.08613 6.26071
C 0.01184 6.75346 5.28565
C 0.56667 6.24293 4.12386
C -0.11762 5.27979 3.40564
C -1.36433 4.82316 3.84703
C -1.89939 5.34619 5.02875
C -1.21665 6.30651 5.74885
N -2.10643 3.83937 3.19325
N -1.69099 3.46289 2.07517
C -1.64857 2.10186 1.78612
C -1.92616 1.09684 2.69869
C -1.81447 -0.25160 2.38834
C -1.37831 -0.66103 1.12463
O -1.23741 -1.88219 0.73922
C -1.06715 0.37892 0.18046
N -0.59137 -0.06058 -1.02097
C -0.38303 0.81231 -1.98160
C -0.61833 2.18485 -1.80306
C -1.03131 2.65056 -0.58424
C -1.25664 1.73699 0.46826
H 1.53255 6.59452 3.78776
H 0.30551 4.86706 2.50042
H -2.85895 4.97714 5.36639
H -1.62716 6.70517 6.66607
H -2.23774 1.40066 3.69041
H -2.04918 -1.00982 3.12332
H -0.00164 0.42168 -2.91498
H -0.45447 2.85857 -2.63217
H -1.19477 3.70449 -0.40697
*
```

No. 4
Formula: C5H10N2O2
Source: OMol25
Level of theory: wB97M-V/def2-TZVPD

Kohn-Sham gap = 10.329 eV
HOMO level = -9.8 eV
Total energy = -456.3629 Eh
Relative energy (zero: lowest compared OMol25 entry of this formula, charge and spin) = 120.0 kcal/mol
SMILES = CC1=NCCC1.O=NO

Geometry as ORCA input:
```
! wB97M-V def2-TZVPD RIJCOSX def2/J DEFGRID3
* xyz 0 1
C 0.31290 1.58982 -1.32657
C 0.11003 0.10495 -1.55014
C 1.06761 1.58641 0.01315
C 0.29890 -0.48203 -0.25479
C 0.09069 -1.92165 0.14839
N 0.82860 0.28237 0.61216
N -1.82502 -0.52773 1.60021
O -1.13112 -0.61932 2.76816
O -2.99233 -0.77661 1.69516
H 0.92915 2.23489 -2.19477
H -0.58410 2.27018 -1.20774
H -0.79984 -0.09601 -2.08523
H 0.79781 -0.21935 -2.34122
H 2.20357 1.63248 -0.03162
H 0.74076 2.39265 0.66867
H 0.39102 -2.22047 1.25018
H 0.61265 -2.74067 -0.49085
H -0.85813 -2.24166 0.04883
H -0.19318 -0.24826 2.67804
*
```

No. 5
Formula: C2FO4S
Source: OMol25
Level of theory: wB97M-V/def2-TZVPD

Kohn-Sham gap = 7.425 eV
HOMO level = -3.8 eV
Total energy = -875.2102 Eh
Relative energy (zero: lowest compared OMol25 entry of this formula, charge and spin) = 36.0 kcal/mol

Geometry as ORCA input:
```
! wB97M-V def2-TZVPD RIJCOSX def2/J DEFGRID3
* xyz -1 1
C 1.70931 0.02774 0.05662
C -1.05290 -0.77845 -0.18816
O 1.88765 0.27437 1.18127
O 1.83771 -0.54334 -0.95076
O 0.33760 1.48042 -0.34990
O -1.33837 0.05816 1.00612
F -2.27137 -1.49495 -0.46118
S -1.10964 0.97605 -0.29403
*
```

No. 6
Formula: C27H50FN6O3S
Source: OMol25
Level of theory: wB97M-V/def2-TZVPD

Kohn-Sham gap = 7.505 eV
HOMO level = -11.0 eV
Total energy = -2110.1971 Eh
Relative energy (zero: lowest compared OMol25 entry of this formula, charge and spin) = 365.0 kcal/mol
SMILES = CCCC[C@@]1(CCCCNC(C)=O)[C@@H](CCCF)N[C@H](CCCCN)C[N@@+]1(CC=O)CCSc1nnco1

Geometry as ORCA input:
```
! wB97M-V def2-TZVPD RIJCOSX def2/J DEFGRID3
* xyz 1 1
C -5.36885 2.31246 0.48879
C -4.40033 1.09345 -0.04649
C -2.91168 1.35463 0.67085
C -1.98163 0.01390 0.76275
C -0.50713 0.01000 0.09995
C 0.32377 1.32433 0.59104
C -0.02244 2.00066 2.02447
C 1.28712 2.61360 2.84292
C 2.34665 3.41667 1.88346
N 2.96747 4.53528 2.73161
C 2.01476 5.71368 2.86680
C 1.64521 6.59680 1.52270
O 1.48042 5.98666 4.08741
C 0.28967 -1.31053 0.75924
C 0.64361 -1.18984 2.36221
C 1.51909 -2.50785 2.91019
C 3.06604 -2.02233 3.32196
F 4.04104 -3.14683 3.12173
N -0.60798 -2.51074 0.62580
C -1.09911 -2.77636 -0.76985
C -0.91232 -4.35890 -1.26619
C 0.64170 -4.87070 -1.28440
C 0.65486 -6.51478 -1.30696
C 1.22588 -7.06592 0.15410
N 0.59435 -6.35682 1.33435
C -0.34855 -1.74523 -1.77625
N -0.43368 -0.25050 -1.42391
C 0.89585 0.26949 -2.01907
C 1.12681 -0.13616 -3.60668
O 1.05983 0.70442 -4.64193
C -1.58858 0.27986 -2.22545
C -1.71019 1.89627 -2.41516
S -1.79516 2.35568 -4.26880
C -0.43017 3.56130 -4.71173
N -0.16374 4.40300 -5.94030
N 1.04782 5.02953 -5.60758
C 1.66836 4.70086 -4.25558
O 0.66081 3.75947 -3.73795
H -5.71410 2.20374 1.60180
H -4.77527 3.31798 0.33597
H -6.32205 2.38379 -0.22310
H -4.82738 0.09445 0.39880
H -4.35812 1.10781 -1.21391
H -3.20783 1.68131 1.78285
H -2.36544 2.31199 0.23708
H -1.90407 -0.23100 1.93051
H -2.70440 -0.85114 0.36162
H 0.29821 2.24489 -0.16974
H 1.47399 1.00555 0.62434
H -0.57628 1.30126 2.79970
H -0.73119 2.93355 1.82714
H 0.84001 3.31991 3.69094
H 1.78667 1.71101 3.40350
H 1.82934 3.86142 0.93251
H 3.21727 2.64956 1.60542
H 3.11773 4.15043 3.70059
H 0.53324 6.35300 1.23634
H 1.83923 7.72451 1.77448
H 2.31328 6.18298 0.64051
H 1.37870 -1.44760 0.28454
H -0.28503 -1.12983 3.07031
H 1.40064 -0.29167 2.58217
H 1.01427 -3.02196 3.84398
H 1.66528 -3.33068 2.09162
H 3.12396 -1.53108 4.38226
H 3.38196 -1.19985 2.51664
H -0.17959 -3.40609 0.93777
H -2.27116 -2.57887 -0.88640
H -1.30840 -4.39858 -2.38842
H -1.57730 -5.04705 -0.59094
H 1.15845 -4.48171 -2.26060
H 1.24676 -4.42525 -0.35701
H -0.40486 -6.96179 -1.52526
H 1.37505 -6.86170 -2.18405
H 2.40917 -6.96199 0.22478
H 0.93460 -8.22268 0.20058
H -0.15925 -6.92076 1.78908
H 1.30740 -6.03400 2.02789
H 0.78086 -2.14026 -1.80616
H -0.76344 -2.00604 -2.85005
H 1.83125 -0.14066 -1.40235
H 0.99573 1.42897 -2.04307
H 1.43219 -1.26031 -3.86777
H -2.66448 -0.09706 -1.86460
H -1.59533 -0.10350 -3.36024
H -2.72567 2.33602 -1.96658
H -0.85616 2.54793 -1.97702
H 2.67201 5.06256 -3.75650
*
```

Which of these has the lowest total energy?
C42H31BrF4I2N3OPRh

Among the records above, which one has the highest total energy?
C5H10N2O2

Among the records above, which one has the lowest total energy?
C42H31BrF4I2N3OPRh